Entry from the OMol25 dataset: a 4-piece molecular cluster, C2H13NO3S2 overall in a non-equilibrium geometry (ωB97M-V with the def2-TZVPD basis set).

```
! RIJCOSX wB97M-V def2-TZVPD def2/J DEFGRID3
* xyz 0 1
N 0.095 -0.142 1.889
C 0.928 -1.362 1.796
C 0.816 -2.363 0.712
S -0.281 -3.867 1.198
S -1.931 -2.659 1.982
H 0.020 0.210 2.748
H -0.743 -0.277 1.427
H 1.970 -0.999 1.774
H 1.117 -1.931 2.703
H 0.377 -1.875 -0.276
H 1.891 -2.575 0.164
H -2.822 -2.541 0.913
O 1.862 2.907 -2.819
H 1.221 2.988 -2.164
H 2.601 3.224 -2.310
O 0.198 0.288 -1.332
H -0.695 0.752 -1.494
H 0.239 0.326 -0.307
O -1.917 3.192 -1.981
H -2.597 3.865 -1.904
H -2.350 2.839 -2.718
*
```

## Properties
Calculated total energy: -31585.7654 eV
ΔE to the lowest compared entry with this formula, charge and spin: 2.3994 eV